Molecular formula: C48H49InN8O2PS3
Method: DFT, the ωB97M-V functional and the def2-TZVPD basis

## Properties
Charge: +1
2S+1: 1

```
112
C48H49InN8O2PS3 the ωB97M-V functional and the def2-TZVPD basis
In -0.87 -0.66 -0.09
O 1.48 3.46 -2.64
C 1.43 2.53 -1.88
N 0.88 2.67 -0.65
C 0.02 3.62 -0.06
C -0.62 4.82 -0.22
C -1.44 5.16 0.86
C -1.62 4.34 1.97
C -0.97 3.10 2.11
C -0.15 2.80 1.06
N 0.72 1.83 0.49
C 1.52 0.87 1.00
O 2.43 0.35 0.39
C 1.13 0.47 2.39
C 1.61 1.14 3.51
C 1.29 0.64 4.76
C 0.50 -0.50 4.84
C 0.04 -1.07 3.67
N 0.35 -0.60 2.47
C 1.92 1.16 -2.26
C 3.14 1.04 -2.93
C 3.48 -0.18 -3.47
C 2.60 -1.24 -3.32
C 1.43 -1.03 -2.60
N 1.09 0.14 -2.09
H -0.50 5.47 -1.07
H -1.96 6.10 0.84
H -2.29 4.65 2.75
H -1.13 2.45 2.96
H 2.22 2.03 3.40
H 1.66 1.13 5.65
H 0.24 -0.93 5.79
H -0.60 -1.94 3.67
H 3.79 1.90 -3.03
H 4.42 -0.30 -4.00
H 2.83 -2.21 -3.73
H 0.72 -1.83 -2.43
S -2.31 0.74 -2.57
C -1.81 -0.44 -3.62
N -1.05 -0.19 -4.70
C -0.60 -1.28 -5.54
C -1.73 -2.28 -5.69
N -2.14 -2.72 -4.37
C -2.52 -4.10 -4.23
C -1.37 -5.06 -4.42
C -0.07 -4.72 -4.03
C 0.96 -5.63 -4.20
C 0.71 -6.89 -4.72
C -0.58 -7.23 -5.10
C -1.61 -6.31 -4.97
C -2.21 -1.83 -3.37
S -2.76 -2.30 -1.87
C -0.64 1.15 -5.08
C -1.49 1.66 -6.22
C -2.79 2.08 -5.98
C -3.58 2.54 -7.02
C -3.07 2.58 -8.31
C -1.78 2.16 -8.56
C -0.99 1.69 -7.52
H 0.27 -1.77 -5.08
H -0.31 -0.88 -6.51
H -1.40 -3.15 -6.25
H -2.58 -1.82 -6.22
H -3.30 -4.32 -4.97
H -2.95 -4.23 -3.23
H 0.13 -3.76 -3.60
H 1.97 -5.35 -3.92
H 1.51 -7.60 -4.82
H -0.79 -8.21 -5.50
H -2.60 -6.56 -5.29
H 0.41 1.11 -5.38
H -0.73 1.80 -4.22
H -3.18 2.06 -4.98
H -4.58 2.88 -6.82
H -3.69 2.95 -9.12
H -1.38 2.20 -9.56
H 0.02 1.38 -7.72
C -3.78 -1.44 4.82
N -3.85 -2.05 3.53
C -4.25 -3.44 3.34
C -4.15 -3.62 1.82
N -3.43 -2.43 1.40
C -3.40 -1.51 2.39
S -2.87 0.05 2.22
H -4.75 -1.50 5.31
H -3.51 -0.40 4.68
H -3.03 -1.93 5.44
H -5.26 -3.60 3.72
H -3.56 -4.10 3.87
H -5.14 -3.68 1.35
H -3.59 -4.52 1.53
H -3.51 -2.13 0.44
C 2.73 -3.50 -0.63
P 1.29 -2.86 0.36
C 0.09 -4.23 0.06
C 1.91 -3.25 2.04
C 1.45 -4.29 2.85
C 1.98 -4.47 4.12
C 2.95 -3.61 4.60
C 3.39 -2.56 3.81
C 2.88 -2.38 2.54
H 3.11 -4.42 -0.20
H 3.51 -2.74 -0.64
H 2.39 -3.68 -1.65
H 0.51 -5.21 0.25
H -0.23 -4.17 -0.98
H -0.79 -4.05 0.68
H 0.70 -4.98 2.49
H 1.63 -5.28 4.73
H 3.36 -3.76 5.58
H 4.14 -1.88 4.19
H 3.21 -1.56 1.93
```

Molecular formula: C48H49N4
Method: DFT, the ωB97M-V functional and the def2-TZVPD basis

## Properties
Energy above the lowest of the compared OMol25 structures with the same formula, charge and spin, kcal per mole: 0.0
Charge: +1
2S+1: 1

```
101
C48H49N4 the ωB97M-V functional and the def2-TZVPD basis
C 6.38 2.36 -1.51
C 4.97 2.88 -1.49
C 4.02 2.40 -2.40
C 2.69 2.84 -2.39
C 1.75 2.30 -3.41
C 2.30 3.81 -1.45
N 0.95 4.24 -1.41
C -0.14 3.39 -1.34
N -1.21 4.25 -1.27
C -2.57 3.82 -1.24
C -2.96 2.84 -0.31
C -1.98 2.32 0.68
C -4.29 2.40 -0.31
C -5.23 2.89 -1.22
C -6.65 2.37 -1.21
C -4.82 3.87 -2.13
C -3.50 4.35 -2.15
C -3.11 5.34 -3.19
C -0.80 5.59 -1.31
C 0.53 5.59 -1.40
C 3.24 4.33 -0.55
C 2.85 5.34 0.49
C 4.56 3.86 -0.58
H 6.99 2.85 -0.74
H 6.42 1.28 -1.33
H 6.87 2.54 -2.48
H 4.32 1.65 -3.14
H 0.78 2.80 -3.38
H 2.19 2.42 -4.41
H 1.58 1.23 -3.26
H -2.51 1.63 1.35
H -1.16 1.78 0.18
H -1.53 3.10 1.30
H -4.59 1.65 0.43
H -7.25 2.86 -1.98
H -6.69 1.29 -1.38
H -7.14 2.55 -0.24
H -5.54 4.27 -2.85
H -3.94 5.44 -3.89
H -2.92 6.34 -2.77
H -2.22 5.04 -3.77
H -1.50 6.40 -1.25
H 1.24 6.39 -1.49
H 3.69 5.44 1.18
H 2.65 6.33 0.06
H 1.97 5.04 1.07
H 5.28 4.25 0.15
C -5.62 -4.62 -0.07
N -5.19 -3.43 0.68
C -5.61 -3.42 2.05
C -5.14 -4.38 2.96
C -5.55 -4.32 4.30
C -6.44 -3.34 4.72
C -6.94 -2.40 3.80
C -6.53 -2.44 2.47
C -3.90 -2.94 0.37
C -3.73 -1.67 -0.23
C -2.46 -1.21 -0.54
C -1.28 -1.99 -0.28
C -0.01 -1.42 -0.59
C 1.30 -1.94 -0.39
C 2.42 -1.14 -0.80
C 3.73 -1.57 -0.65
C 4.00 -2.83 -0.08
N 5.34 -3.29 0.09
C 5.70 -4.46 -0.73
C 5.90 -3.27 1.40
C 5.57 -4.24 2.35
C 6.12 -4.18 3.63
C 7.03 -3.16 3.95
C 7.39 -2.21 3.00
C 6.83 -2.26 1.72
C 2.93 -3.64 0.30
C 1.63 -3.20 0.18
C -1.51 -3.29 0.26
C -2.77 -3.74 0.59
H -5.14 -4.60 -1.05
H -5.37 -5.55 0.45
H -6.71 -4.57 -0.20
H -4.45 -5.14 2.61
H -5.16 -5.06 5.00
H -6.76 -3.30 5.76
H -7.64 -1.63 4.12
H -6.89 -1.73 1.73
H -4.62 -1.08 -0.43
H -2.34 -0.24 -1.01
H -0.05 -0.43 -1.05
H 2.22 -0.15 -1.23
H 4.58 -0.95 -0.95
H 6.68 -4.82 -0.42
H 4.96 -5.27 -0.64
H 5.73 -4.15 -1.78
H 4.87 -5.03 2.07
H 5.83 -4.93 4.37
H 7.46 -3.12 4.96
H 8.10 -1.42 3.24
H 7.08 -1.54 0.94
H 3.14 -4.63 0.73
H 0.86 -3.87 0.54
H -0.70 -3.98 0.44
H -2.91 -4.73 1.03
```

Molecular formula: C48H50N4O6PRbS3
Method: DFT, the ωB97M-V functional and the def2-TZVPD basis

## Properties
Energy above the lowest of the compared OMol25 structures with the same formula, charge and spin, kcal per mole: 13.5
Charge: -2
2S+1: 1

```
113
C48H50N4O6PRbS3 the ωB97M-V functional and the def2-TZVPD basis
Rb 0.08 -0.04 -0.29
C -3.68 2.08 -0.83
C -3.00 1.74 -2.15
N -1.57 1.99 -2.12
C -1.15 3.38 -2.03
C -0.12 3.59 -0.92
N -0.54 2.94 0.32
C -1.68 3.51 1.00
C -2.71 2.45 1.42
N -3.02 1.51 0.34
H -4.73 1.75 -0.89
H -3.72 3.17 -0.72
H -3.52 2.29 -2.95
H -3.14 0.67 -2.35
H -1.09 1.55 -2.90
H -2.02 4.01 -1.84
H -0.71 3.72 -2.97
H 0.08 4.67 -0.80
H 0.81 3.11 -1.24
H 0.23 2.78 0.95
H -2.16 4.24 0.35
H -1.40 4.07 1.91
H -3.59 2.96 1.82
H -2.28 1.87 2.25
H -3.54 0.72 0.70
C -3.52 -6.62 -1.40
C -3.45 -5.34 -1.94
C -2.47 -4.46 -1.51
C -1.54 -4.81 -0.54
C -1.63 -6.10 -0.01
C -2.60 -6.99 -0.43
P -0.19 -3.51 -0.17
C 0.14 -4.07 1.56
C -0.93 -4.14 2.46
C -0.74 -4.53 3.77
C 0.53 -4.86 4.23
C 1.61 -4.79 3.35
C 1.41 -4.40 2.03
C 1.14 -4.36 -1.15
C 1.19 -5.53 -1.86
C 2.38 -5.84 -2.57
C 3.47 -5.01 -2.56
C 3.44 -3.79 -1.84
C 4.48 -2.81 -1.80
C 4.29 -1.66 -1.08
C 3.09 -1.44 -0.36
C 2.07 -2.35 -0.32
C 2.27 -3.50 -1.12
H -4.29 -7.31 -1.73
H -4.16 -5.04 -2.70
H -2.43 -3.46 -1.94
H -0.92 -6.42 0.75
H -2.65 -7.99 0.00
H -1.92 -3.88 2.12
H -1.58 -4.56 4.45
H 0.68 -5.16 5.26
H 2.60 -5.05 3.69
H 2.26 -4.35 1.35
H 0.34 -6.20 -1.92
H 2.42 -6.76 -3.14
H 4.36 -5.28 -3.13
H 5.40 -2.97 -2.35
H 5.06 -0.89 -1.09
H 3.01 -0.48 0.17
C 2.58 -0.97 3.07
S 2.18 0.71 2.60
O 0.75 0.67 2.12
C 2.14 1.42 4.24
C 0.96 2.00 4.68
C 0.91 2.53 5.96
C 2.02 2.48 6.79
C 3.21 1.92 6.32
C 3.28 1.40 5.04
H 2.02 -1.23 3.97
H 3.65 -1.05 3.24
H 2.29 -1.60 2.23
H 0.09 1.97 4.04
H -0.02 2.95 6.35
H 1.95 2.84 7.80
H 4.08 1.88 6.97
H 4.21 0.96 4.68
N -1.96 -0.96 2.92
C -1.70 -0.56 4.24
C -2.47 0.44 4.83
C -2.23 0.84 6.13
C -1.22 0.25 6.88
C -0.46 -0.76 6.30
C -0.69 -1.15 4.99
S -0.89 0.82 8.55
O -1.94 0.22 9.37
O 0.45 0.33 8.83
O -0.98 2.27 8.44
H -1.19 -1.42 2.47
H -2.33 -0.23 2.34
H -3.27 0.91 4.25
H -2.81 1.64 6.58
H 0.35 -1.19 6.88
H -0.08 -1.92 4.53
O 4.73 5.73 -7.55
C 4.68 5.62 -6.18
O 5.35 6.38 -5.53
C 3.82 4.55 -5.63
C 2.98 3.74 -6.39
C 2.19 2.76 -5.81
C 2.19 2.53 -4.42
S 1.22 1.31 -3.69
C 3.05 3.37 -3.66
C 3.83 4.35 -4.25
H 4.18 5.04 -7.93
H 2.90 3.85 -7.47
H 1.55 2.14 -6.43
H 3.09 3.22 -2.59
H 4.47 4.97 -3.65
```

E
In order: -113550.4811, -56523.6180, -111285.5614
Unit: eV